Entry 1:
Density functional theory data (the ωB97M-V functional and the def2-TZVPD basis) for a molecular structure, C52H45AsClIMoN5O3PS.

Each line ends with the Mulliken charge.
Positions of all 111 atoms, in Å:
1 Mo -0.735 0.324 0.935  -0.442
2 C -4.304 -2.833 -0.892  -1.753
3 C -3.246 -2.544 0.129  0.879
4 C -3.617 -2.193 1.437  -0.509
5 C -2.681 -1.833 2.379  -1.083
6 C -1.314 -1.864 2.055  0.346
7 C -0.927 -2.258 0.766  0.042
8 C -1.899 -2.584 -0.191  -1.210
9 H -4.782 -1.898 -1.200  0.225
10 H -5.082 -3.474 -0.480  0.485
11 H -3.889 -3.313 -1.776  0.376
12 H -4.666 -2.196 1.696  0.668
13 H -2.985 -1.539 3.375  0.480
14 H -0.575 -1.754 2.841  0.407
15 H 0.119 -2.467 0.560  0.691
16 H -1.591 -2.890 -1.185  0.510
17 Cl -0.335 6.637 3.709  -0.220
18 C -0.399 4.941 3.440  0.443
19 C -0.432 4.085 4.505  -0.341
20 C -0.478 2.682 4.315  -0.109
21 I -0.559 1.415 5.944  0.085
22 C -0.474 2.185 3.040  -0.463
23 O -0.521 0.870 2.732  0.139
24 C -0.465 3.060 1.937  0.555
25 N -0.521 2.458 0.718  1.714
26 C -0.549 3.224 -0.361  -0.461
27 C -0.507 4.618 -0.292  -1.550
28 C -0.446 5.235 0.934  -1.317
29 C -0.426 4.451 2.100  0.279
30 H -0.425 4.484 5.510  0.531
31 H -0.604 2.725 -1.320  0.335
32 H -0.538 5.191 -1.206  0.589
33 H -0.423 6.313 1.011  0.533
34 N -9.090 -0.396 -0.613  -0.479
35 C -7.860 0.070 -0.292  1.137
36 C -7.139 0.870 -1.198  -0.995
37 C -5.884 1.331 -0.882  -0.394
38 C -5.312 0.995 0.345  -0.607
39 C -6.017 0.212 1.259  -0.341
40 C -7.275 -0.246 0.948  -0.940
41 S -3.741 1.572 0.760  1.402
42 O -3.491 2.841 0.138  -0.750
43 O -3.482 1.384 2.161  -0.835
44 N -2.630 0.495 0.096  0.233
45 C -2.268 0.487 -1.210  0.191
46 N -0.947 0.190 -1.268  0.902
47 C -0.384 0.042 -2.471  -0.167
48 C -1.144 0.223 -3.610  -0.642
49 C -2.483 0.569 -3.436  -0.993
50 N -3.057 0.703 -2.247  -0.289
51 H -9.564 -0.048 -1.428  0.210
52 H -9.661 -0.836 0.086  0.213
53 H -7.589 1.137 -2.145  0.347
54 H -5.341 1.954 -1.576  0.490
55 H -5.582 0.001 2.225  0.667
56 H -7.833 -0.830 1.667  0.347
57 H 0.671 -0.200 -2.508  0.186
58 H -0.719 0.115 -4.593  0.543
59 H -3.120 0.745 -4.295  0.524
60 C 2.666 -0.634 -0.532  -0.830
61 C 4.175 -0.719 -0.348  -1.917
62 As 5.237 -1.383 -1.909  0.192
63 C 4.296 -3.081 -2.171  0.349
64 C 3.975 -3.590 -3.427  -0.391
65 C 3.409 -4.850 -3.556  -0.606
66 C 3.160 -5.625 -2.434  -0.678
67 C 3.505 -5.143 -1.179  -0.523
68 C 4.077 -3.886 -1.052  -0.349
69 C 4.469 -0.252 -3.318  0.047
70 C 3.230 -0.428 -3.933  0.105
71 C 2.807 0.440 -4.928  -0.698
72 C 3.599 1.516 -5.308  -0.605
73 C 4.826 1.707 -4.699  -0.724
74 C 5.260 0.820 -3.722  -0.545
75 P 1.808 -0.087 0.975  1.949
76 C 2.073 -1.334 2.254  1.057
77 C 2.522 -2.602 1.879  -0.232
78 C 2.634 -3.611 2.824  -0.878
79 C 2.298 -3.366 4.147  -1.012
80 C 1.839 -2.110 4.523  -0.488
81 C 1.715 -1.101 3.584  -0.333
82 C 2.592 1.487 1.408  1.051
83 C 3.254 1.736 2.606  -0.684
84 C 3.792 2.993 2.852  -0.750
85 C 3.684 3.999 1.907  -0.794
86 C 3.045 3.751 0.698  -0.601
87 C 2.500 2.504 0.452  -0.931
88 H 2.235 -1.586 -0.863  1.016
89 H 2.414 0.101 -1.302  0.461
90 H 4.429 -1.371 0.491  0.551
91 H 4.583 0.266 -0.111  0.760
92 H 4.186 -3.015 -4.320  0.525
93 H 3.176 -5.233 -4.540  0.447
94 H 2.727 -6.610 -2.538  0.437
95 H 3.356 -5.760 -0.303  0.434
96 H 4.383 -3.549 -0.068  0.583
97 H 2.615 -1.284 -3.677  0.629
98 H 1.873 0.257 -5.442  0.449
99 H 3.273 2.183 -6.094  0.439
100 H 5.462 2.526 -5.003  0.452
101 H 6.240 0.960 -3.278  0.388
102 H 2.802 -2.819 0.856  -0.207
103 H 2.986 -4.588 2.523  0.550
104 H 2.387 -4.153 4.882  0.426
105 H 1.563 -1.917 5.551  0.501
106 H 1.299 -0.152 3.889  -0.217
107 H 3.382 0.958 3.343  0.475
108 H 4.309 3.177 3.783  0.484
109 H 4.110 4.973 2.103  0.459
110 H 2.979 4.525 -0.053  0.525
111 H 2.003 2.324 -0.495  0.433

For the gap between HOMO and LUMO (alpha / beta), the calculation gives 5.29 / 5.90 eV. For the lowest unoccupied orbital energy (alpha / beta), the calculation gives -0.2614 / -0.2400 hartree. As for the net charge: +2. The calculation puts the energy relative to the best compared isomer or geometry (same formula, charge and spin) at 0.00 kJ/mol. For the total energy, the calculation gives -6309.048951 a.u. Its expectation value of S² is 2.049. As for the multiplicity: 3.



Entry 2:
Density functional theory data (the ωB97M-V functional and the def2-TZVPD basis) for a molecular structure, C52H45BBr2CsN11OS.

Each line ends with the Mulliken charge.
Positions of all 114 atoms, in Å:
1 Cs 0.154 0.739 0.138  3.260
2 C 6.680 1.891 0.247  -1.261
3 C 5.304 1.976 -0.331  0.825
4 C 4.864 2.830 -1.314  -1.578
5 C 3.496 2.534 -1.461  0.733
6 N 3.137 1.568 -0.626  0.046
7 N 4.248 1.221 0.063  0.781
8 B 4.298 0.096 1.129  -1.526
9 N 3.577 0.434 2.458  0.822
10 N 2.237 0.546 2.594  0.128
11 C 2.008 0.782 3.878  0.725
12 C 3.217 0.827 4.598  -1.470
13 C 4.191 0.597 3.658  0.764
14 C 5.668 0.526 3.875  -1.230
15 C 0.642 0.931 4.415  -0.003
16 C 0.412 0.877 5.789  -0.804
17 C -0.868 1.009 6.305  -0.558
18 C -1.948 1.191 5.452  -0.785
19 C -1.730 1.240 4.082  -0.267
20 C -0.449 1.117 3.571  1.512
21 N 3.881 -1.300 0.576  0.817
22 N 2.607 -1.723 0.421  -0.093
23 C 2.678 -3.003 0.078  0.551
24 C 4.019 -3.420 -0.021  -1.534
25 C 4.752 -2.304 0.309  0.820
26 C 6.239 -2.161 0.339  -1.263
27 C 1.471 -3.817 -0.165  0.420
28 C 0.213 -3.232 -0.294  -0.714
29 C -0.909 -4.006 -0.547  0.262
30 C -0.800 -5.386 -0.660  -0.854
31 C 0.446 -5.982 -0.524  -0.748
32 C 1.569 -5.203 -0.283  -0.652
33 C 2.548 3.167 -2.402  0.194
34 C 3.035 3.846 -3.518  -0.702
35 C 2.174 4.436 -4.431  -0.662
36 C 0.800 4.351 -4.250  -0.759
37 C 0.304 3.681 -3.140  -0.387
38 C 1.168 3.107 -2.221  1.290
39 H 7.324 2.593 -0.284  0.362
40 H 6.693 2.154 1.305  0.121
41 H 7.109 0.893 0.155  0.165
42 H 5.447 3.582 -1.819  0.395
43 H 5.456 -0.008 1.414  -0.364
44 H 3.371 1.022 5.647  0.361
45 H 5.873 0.697 4.932  0.379
46 H 6.076 -0.448 3.599  0.197
47 H 6.205 1.280 3.298  0.100
48 H 1.247 0.723 6.462  0.284
49 H -1.022 0.969 7.378  0.362
50 H -2.949 1.300 5.853  0.383
51 H -2.560 1.379 3.399  0.274
52 H -0.286 1.177 2.507  -1.582
53 H 4.410 -4.381 -0.311  0.320
54 H 6.689 -3.099 0.010  0.371
55 H 6.580 -1.367 -0.326  0.173
56 H 6.611 -1.931 1.339  0.139
57 H 0.131 -2.160 -0.192  0.327
58 H -1.869 -3.524 -0.684  0.395
59 H -1.679 -5.988 -0.858  0.545
60 H 0.547 -7.058 -0.607  0.352
61 H 2.536 -5.680 -0.175  0.295
62 H 4.105 3.896 -3.683  0.288
63 H 2.578 4.951 -5.295  0.342
64 H 0.121 4.790 -4.970  0.417
65 H -0.766 3.591 -2.993  0.366
66 H 0.743 2.596 -1.374  -1.171
67 Br -2.467 1.164 -6.928  -0.318
68 C -2.357 0.585 -5.099  0.227
69 C -1.528 -0.419 -4.787  -1.144
70 C -1.570 -0.867 -3.344  0.472
71 N -1.828 0.217 -2.403  0.057
72 C -2.653 1.153 -2.818  0.263
73 C -3.094 1.325 -4.140  -1.561
74 C -3.098 2.123 -1.756  0.921
75 C -4.151 3.015 -1.975  -0.916
76 C -4.521 3.849 -0.942  -0.294
77 Br -5.962 5.062 -1.201  -0.229
78 C -3.871 3.816 0.277  -1.010
79 C -2.847 2.888 0.400  -0.728
80 N -2.481 2.061 -0.575  1.205
81 H -0.866 -0.891 -5.498  0.435
82 H -0.607 -1.319 -3.083  0.381
83 H -3.715 2.149 -4.448  0.324
84 H -4.672 3.040 -2.920  0.513
85 H -4.131 4.479 1.089  0.503
86 H -2.290 2.809 1.329  0.350
87 C -4.497 -0.368 0.949  -0.922
88 S -3.066 -1.424 0.750  0.825
89 C -3.435 -2.551 2.095  -1.232
90 O -1.885 -0.633 1.213  -0.847
91 H -5.399 -0.956 0.773  0.490
92 H -4.409 0.421 0.204  -0.043
93 H -4.484 0.054 1.954  0.348
94 H -4.359 -3.088 1.879  0.370
95 H -3.505 -1.978 3.020  0.373
96 H -2.601 -3.250 2.149  0.334
97 N -0.442 7.290 3.326  -0.685
98 C 0.185 6.431 2.851  0.467
99 N 0.990 5.526 2.349  -0.837
100 C 0.502 4.464 1.779  0.465
101 N 0.145 3.489 1.244  -0.703
102 C -2.595 -1.921 -3.108  -0.381
103 C -3.471 -2.703 -2.843  -0.418
104 C -4.531 -3.610 -2.522  0.126
105 C -5.774 -3.125 -2.106  -0.196
106 C -6.793 -3.999 -1.761  -0.664
107 C -6.592 -5.372 -1.823  -0.390
108 C -5.360 -5.863 -2.236  -0.615
109 C -4.338 -4.993 -2.581  -0.272
110 H -5.924 -2.054 -2.067  0.573
111 H -7.752 -3.605 -1.444  0.385
112 H -7.389 -6.053 -1.552  0.381
113 H -5.192 -6.932 -2.287  0.382
114 H -3.373 -5.370 -2.897  0.533

For the gap between HOMO and LUMO, the calculation gives 5.47 eV. For the lowest unoccupied orbital energy, the calculation gives 0.1215 hartree. As for the net charge: -2. The calculation puts the energy relative to the best compared isomer or geometry (same formula, charge and spin) at 54.38 kJ/mol. For the total energy, the calculation gives -8277.441813 a.u.



The highest energy relative to the best compared isomer or geometry (same formula, charge and spin) belongs to which entry? C52H45BBr2CsN11OS